Here is C25H53N2O29PS as an isolated structure in a non-equilibrium geometry from the OMol25 dataset. Energies are from the ωB97M-V functional and the def2-TZVPD basis.

```
111
Properties=species:S:1:pos:R:3:forces:R:3:mulliken_charge:R:1
N 3.279 -0.824 6.373 -0.1 0.9 -1.8 -0.7143
P 3.049 -0.133 4.951 0.7 -1.9 3.4 0.4809
O 2.266 1.359 5.206 -0.2 -1.2 -1.8 -0.3153
S 1.177 1.823 4.031 -1.1 0.0 -1.0 0.6802
O 1.168 0.806 2.962 0.4 1.0 1.6 -0.4084
O -0.289 1.623 4.843 1.8 -0.5 -0.2 -0.3551
C -0.466 0.329 5.360 -1.6 -0.5 0.9 -0.3363
O -1.015 -0.546 4.363 0.0 1.3 0.7 -0.1476
N -0.199 -1.653 4.211 0.7 0.2 -1.1 0.2856
O -0.120 -1.891 3.073 0.0 -1.1 -0.1 -0.3605
H 2.803 -1.718 6.380 -0.2 0.0 0.2 0.2423
H 2.305 -1.009 4.131 0.2 0.9 -0.4 0.1087
H 4.315 0.119 4.369 -0.8 0.7 -0.3 0.1033
H 0.425 -0.105 5.826 0.1 0.1 -0.3 0.3971
H -1.228 0.409 6.140 0.1 0.3 -0.1 0.3360
C -2.661 -2.540 6.274 0.1 -0.1 -0.3 -0.4408
O -2.775 -2.297 7.677 0.1 0.0 -0.1 -0.3662
C -4.021 -2.359 8.142 0.3 0.1 0.3 0.9540
O -5.004 -2.596 7.494 0.0 0.6 -0.2 -0.6295
O -3.986 -2.114 9.446 0.0 0.0 0.1 -0.3644
C -5.266 -2.159 10.080 -0.3 0.0 0.3 -0.5842
H -1.609 -2.464 6.015 0.0 0.0 0.3 0.1400
H -3.008 -3.542 6.025 -0.1 0.1 0.0 0.2238
H -3.215 -1.792 5.708 -0.1 -0.1 0.0 0.3087
H -5.708 -3.150 9.985 0.0 0.0 -0.1 0.2354
H -5.929 -1.403 9.663 0.0 -0.1 -0.1 0.2971
H -5.107 -1.945 11.134 0.2 0.0 -0.1 0.2359
C 0.971 0.901 -0.243 -0.2 -0.2 0.2 -0.7482
O 1.112 1.871 -1.288 -0.1 0.0 -0.1 -0.1920
C 2.370 2.135 -1.624 -0.4 0.1 -0.1 0.5766
O 3.350 1.646 -1.138 0.3 -0.1 0.1 -0.5856
O 2.352 3.040 -2.606 0.0 0.1 -0.1 -0.1646
C 3.648 3.415 -3.073 0.3 0.3 -0.2 -0.6453
H -0.093 0.773 -0.062 0.0 0.2 -0.1 0.2895
H 1.392 -0.056 -0.550 0.1 0.1 0.0 0.3943
H 1.439 1.250 0.673 0.1 0.0 -0.1 0.2344
H 4.175 2.554 -3.482 0.0 0.0 0.1 0.2969
H 4.229 3.870 -2.272 0.0 -0.2 0.0 0.3609
H 3.506 4.147 -3.865 0.0 -0.1 0.1 0.1445
C -5.525 -5.339 7.256 -0.4 0.1 -0.3 -0.6411
O -5.449 -5.962 8.543 0.0 0.1 0.0 -0.2793
C -5.061 -7.235 8.513 -0.1 0.3 0.3 0.7714
O -4.782 -7.865 7.533 0.1 -0.2 -0.3 -0.5380
O -5.034 -7.687 9.766 0.0 0.0 0.1 -0.3180
C -4.630 -9.050 9.881 0.1 -0.3 0.2 -0.6340
H -5.847 -4.314 7.410 0.0 -0.5 0.2 0.2412
H -4.547 -5.329 6.777 0.0 -0.1 0.0 0.2103
H -6.253 -5.848 6.625 0.2 -0.2 0.0 0.3963
H -3.618 -9.185 9.503 -0.1 0.0 -0.1 0.2903
H -5.323 -9.703 9.352 0.1 0.0 -0.1 0.2929
H -4.648 -9.301 10.938 -0.1 0.2 0.0 0.2186
C 0.512 -0.186 -4.205 0.0 0.4 0.0 -0.6792
O 0.210 -1.426 -3.567 -0.1 0.1 0.1 -0.3214
C 0.792 -2.481 -4.134 -0.2 -0.1 0.3 0.7623
O 1.512 -2.456 -5.093 0.2 0.0 -0.3 -0.5518
O 0.431 -3.564 -3.448 0.0 0.0 0.0 -0.3258
C 0.986 -4.780 -3.949 0.1 -0.4 -0.1 -0.5107
H -0.011 0.595 -3.660 0.0 -0.2 0.1 0.1850
H 1.582 0.017 -4.164 0.0 -0.1 -0.1 0.3077
H 0.163 -0.188 -5.237 0.1 -0.1 0.0 0.4258
H 2.073 -4.759 -3.898 0.0 0.0 -0.1 0.1961
H 0.656 -4.961 -4.971 0.1 0.1 0.0 0.2848
H 0.622 -5.588 -3.319 -0.1 0.2 0.1 0.2257
C 5.017 -4.692 -5.679 -0.2 0.4 -0.1 -0.5892
O 6.039 -5.685 -5.602 0.0 0.1 0.0 -0.3143
C 5.614 -6.856 -5.137 0.4 0.1 -0.1 0.7900
O 4.493 -7.115 -4.796 -0.4 -0.1 0.1 -0.5339
O 6.651 -7.691 -5.113 0.1 -0.1 0.0 -0.3294
C 6.332 -8.995 -4.630 0.1 -0.3 0.1 -0.6239
H 5.472 -3.785 -6.067 0.2 -0.1 0.0 0.2635
H 4.227 -5.005 -6.360 0.0 -0.1 0.1 0.2917
H 4.609 -4.482 -4.692 -0.1 -0.1 0.0 0.2411
H 5.590 -9.472 -5.270 -0.1 0.1 0.1 0.2910
H 5.975 -8.949 -3.603 -0.1 0.0 -0.1 0.2935
H 7.249 -9.578 -4.659 0.1 0.2 -0.1 0.2194
C 1.450 4.163 -5.660 -0.2 -0.2 0.2 -0.5594
O 1.717 5.016 -6.776 0.1 -0.2 0.0 -0.3678
C 3.012 5.244 -6.989 -0.4 0.1 -0.3 0.7717
O 3.920 4.806 -6.343 0.4 -0.2 0.3 -0.5266
O 3.117 6.049 -8.045 0.0 0.1 -0.1 -0.3491
C 4.462 6.382 -8.388 0.3 0.2 -0.2 -0.6604
H 0.370 4.056 -5.590 0.0 0.1 -0.1 0.2733
H 1.893 3.179 -5.812 0.1 0.1 0.0 0.4618
H 1.817 4.609 -4.736 -0.1 0.0 -0.1 0.1381
H 5.025 5.487 -8.650 0.0 0.0 0.1 0.3004
H 4.949 6.911 -7.570 0.0 -0.1 0.0 0.3070
H 4.418 7.036 -9.255 -0.2 0.0 0.0 0.2257
C 0.155 7.508 -6.181 0.3 0.1 -0.3 -0.5017
O -1.113 8.109 -5.907 0.1 0.1 0.0 -0.3708
C -1.710 7.569 -4.853 -0.2 0.4 -0.3 0.7782
O -1.268 6.667 -4.194 0.1 -0.3 0.2 -0.5870
O -2.869 8.189 -4.657 -0.1 0.0 0.1 -0.3574
C -3.612 7.692 -3.542 -0.3 0.0 0.2 -0.5842
H 0.569 8.004 -7.055 -0.2 0.1 0.0 0.2726
H 0.836 7.650 -5.341 -0.1 -0.1 0.0 0.2846
H 0.037 6.456 -6.402 0.0 0.0 0.1 0.2039
H -3.055 7.827 -2.616 0.0 -0.1 0.0 0.2476
H -3.865 6.642 -3.683 0.1 0.0 0.1 0.2999
H -4.530 8.270 -3.487 0.1 0.1 -0.2 0.2486
C -3.891 2.923 1.388 -0.2 -0.2 0.2 -0.6076
O -3.740 3.877 0.338 -0.1 0.0 0.0 -0.3425
C -2.470 4.147 0.035 -0.3 0.2 -0.4 0.7849
O -1.502 3.668 0.551 0.3 -0.3 0.4 -0.5302
O -2.454 5.035 -0.953 0.0 0.1 0.0 -0.2618
C -1.130 5.401 -1.354 0.4 0.3 -0.3 0.0275
H -4.958 2.786 1.544 0.0 0.1 -0.1 0.2422
H -3.450 1.967 1.107 0.1 0.1 0.1 0.2717
H -3.444 3.291 2.310 0.1 -0.1 -0.1 0.2710
H -0.583 4.528 -1.712 0.0 0.0 0.1 0.0927
H -0.596 5.868 -0.526 0.0 -0.2 0.1 0.3278
H -1.216 6.112 -2.171 -0.2 -0.2 0.2 -0.2010
```
Forces are in eV/Å.

## Properties
LUMO ... -0.5 eV
Gap between HOMO and LUMO ... 9.0 eV
Charge ... 0
Total energy ... -109261.54372 eV